Entry from the Open Molecules 2025 dataset: a 5-piece molecular cluster, C10H29FNO7 overall in a non-equilibrium geometry (wB97M-V/def2-TZVPD).

```
48
Properties=species:S:1:pos:R:3:lowdin_charge:R:1
H 0.868 -1.069 0.476 0.067
H -2.724 -0.761 1.569 0.092
N 2.161 -1.086 -3.965 0.055
H 0.421 0.893 0.961 0.007
O -3.764 -2.506 1.461 -0.058
F -0.960 0.746 -0.240 -0.492
H -3.279 -2.753 2.252 0.084
C 1.805 -1.502 0.127 -0.076
H 3.425 -2.849 -5.197 0.074
H 2.949 -3.333 -1.505 0.116
H 0.062 2.798 2.948 0.093
H 2.949 -0.527 -3.671 0.071
C -2.836 2.938 1.847 -0.200
O 1.163 1.329 1.386 -0.106
C -3.701 -0.849 -0.340 -0.207
H -4.779 -0.797 -0.187 0.106
H 4.589 -2.047 -4.268 0.083
O -3.385 -1.581 -1.534 -0.082
C 0.987 2.446 3.404 -0.276
C 2.590 -2.370 -3.400 -0.461
H 4.103 -3.750 -3.819 0.080
C -2.017 3.793 0.875 -0.273
H 2.301 -1.248 -4.952 0.053
H 1.838 -3.136 -3.584 0.138
H -1.614 2.360 -0.258 0.004
H -3.426 0.184 -0.550 0.104
O 1.682 -1.687 -1.293 -0.142
H 2.602 -0.817 0.415 0.086
C 3.780 -2.770 -4.169 -0.104
H -1.832 1.360 1.259 -0.003
C -3.003 -1.540 0.860 -0.292
H 2.194 0.674 3.007 0.108
H 1.920 3.590 2.219 0.076
O 2.018 3.371 3.149 -0.068
H -1.989 -1.852 0.610 0.114
H 0.915 2.397 4.490 0.114
H -2.245 4.845 0.705 0.109
O -2.208 1.634 2.098 -0.121
C 2.742 -2.330 -1.878 -0.265
H -2.929 3.472 2.792 0.102
H -3.801 2.576 1.491 0.108
C 1.203 1.079 2.805 -0.228
O -2.030 3.214 -0.397 -0.070
H -3.768 -2.461 -1.547 0.069
H 3.705 -1.919 -1.578 0.118
H -1.028 3.878 1.327 0.096
H 0.414 0.409 3.147 0.117
H 1.935 -2.448 0.653 0.080
```

Output
ΔE to the lowest compared entry with this formula, charge and spin: 0.00 kJ/mol
Frontier orbital gap: 9.1 eV
Highest occupied orbital energy: -0.2265 Eh
E_tot: -29379.2900 eV
F_max: 3.8 eV/Å
Charge: -1